<one>
Formula: C9H14
Source: OMol25
Level of theory: wB97M-V/def2-TZVPD

The geometry in XYZ format:
```
23
Properties=species:S:1:pos:R:3:mulliken_charge:R:1
C 0.88986 -0.49191 -1.63228 -1.138
C 0.55869 0.93561 2.27124 -0.039
C 0.93053 -0.44344 2.11270 -0.513
C 0.56106 1.85468 1.29192 -0.912
C 1.29661 -0.80517 0.85158 -0.367
C 0.79955 1.37163 -0.06396 -0.074
C 1.17352 0.06865 -0.32290 0.594
H 0.23571 1.06715 3.40431 0.186
H 1.02486 -1.23237 2.94126 0.289
H 0.27602 2.87001 1.39250 0.404
H 1.59804 -1.81221 0.63466 0.329
H 0.61465 1.95323 -0.94874 0.416
H 1.52044 -0.23580 -2.55606 0.338
H -0.11753 -0.19069 -1.94493 -0.115
H 1.16517 -1.48158 -1.71482 0.565
C -2.29048 -1.45943 -1.04782 -0.602
C -2.55995 -0.33276 -2.08394 -1.206
H -1.51207 -2.02574 -1.36840 0.245
H -2.08362 -0.89766 -0.02629 0.134
H -3.21071 -2.02840 -0.83181 0.335
H -3.51440 -0.27932 -2.32018 0.432
H -2.13789 0.65190 -1.92573 0.324
H -2.01502 -0.54574 -2.99504 0.376
```

LUMO energy = 1.03 eV
total charge = 0
SMILES = Cc1ccccc1.CC
HOMO-LUMO gap = 9.892 eV
highest occupied orbital energy = -8.9 eV

<two>
Formula: C9H14
Source: OMol25
Level of theory: wB97M-V/def2-TZVPD

The geometry in XYZ format:
```
23
Properties=species:S:1:pos:R:3:mulliken_charge:R:1
C 2.31101 -2.29506 2.72220 -0.702
C 1.30225 -1.08632 2.81979 -0.762
H 3.20018 -1.64389 2.51109 0.201
H 2.38550 -2.90649 3.65930 0.323
H 1.93696 -2.90952 1.85138 0.213
H 0.27149 -1.31730 2.46157 0.102
H 1.05814 -0.83653 3.90874 0.353
H 1.78538 -0.29681 2.36845 0.322
C -2.74185 1.35999 -1.87342 -1.422
C 0.95662 0.73983 -1.50399 -0.349
C 0.99068 -0.02328 -0.30838 -0.241
C -0.26278 1.31155 -1.94179 -0.821
C -1.42443 0.85642 -1.30946 0.979
C -0.11449 -0.25061 0.35260 0.033
C -1.42315 0.09544 -0.18010 -0.965
H 1.86932 0.94158 -2.17615 0.263
H 1.94272 -0.42740 0.12953 0.232
H -0.31885 1.98670 -2.71854 0.504
H -0.16157 -0.95578 1.18256 0.240
H -3.09512 0.67350 -2.75224 0.233
H -2.85478 2.38730 -2.28132 0.365
H -2.22456 -0.35936 0.25815 0.476
H -3.35798 1.41620 -1.06723 0.423
```

LUMO energy = 0.99 eV
total charge = 0
SMILES = Cc1ccccc1.CC
HOMO-LUMO gap = 10.009 eV
highest occupied orbital energy = -9.0 eV

<three>
Formula: C9H14
Source: OMol25
Level of theory: wB97M-V/def2-TZVPD

The geometry in XYZ format:
```
23
Properties=species:S:1:pos:R:3:mulliken_charge:R:1
C 0.85500 -1.35232 -2.17785 -0.368
C 0.63818 -1.82698 -3.60037 -0.890
H 0.88697 -2.10997 -1.40687 0.354
H 1.82398 -0.82344 -2.02941 0.325
H 0.06655 -0.72616 -1.96879 -0.244
H 0.12915 -1.02104 -4.11041 0.272
H -0.01765 -2.77171 -3.71417 0.220
H 1.58914 -2.20638 -3.95274 0.293
C -0.03668 2.56083 2.76059 -1.492
C -1.03048 -0.68153 0.39806 -0.549
C -0.79617 0.55792 -0.15002 -0.498
C -0.61494 -0.95476 1.71054 -0.382
C -0.35863 1.56230 0.62756 -0.573
C -0.07166 0.02734 2.46750 -0.453
C -0.12144 1.28396 1.92477 0.857
H -1.47676 -1.55775 -0.04188 0.420
H -1.09248 0.79954 -1.12250 0.480
H -0.61480 -1.97881 1.98832 0.382
H -0.23078 2.51080 0.23988 0.408
H 0.51447 -0.03676 3.39121 0.349
H 0.91881 2.55787 2.97575 0.428
H -0.69481 2.69466 3.60550 0.348
H -0.26497 3.49240 2.18532 0.313
```

LUMO energy = 1.02 eV
total charge = 0
SMILES = Cc1ccccc1.CC
HOMO-LUMO gap = 9.777 eV
highest occupied orbital energy = -8.8 eV

Which of them is least stable? Easy: <two>.

<one>
Formula: C9H14
Source: OMol25
Level of theory: wB97M-V/def2-TZVPD

The geometry in XYZ format:
```
23
Properties=species:S:1:pos:R:3:mulliken_charge:R:1
C 2.43577 -0.71115 2.44329 -1.257
C 1.54951 0.13358 1.54096 0.701
C 2.04704 0.51354 0.29265 -0.526
C 0.32254 0.60107 1.94562 -0.248
C 1.13753 0.97328 -0.65871 -0.484
C -0.63436 1.09347 1.04278 -0.776
C -0.16291 1.30521 -0.25767 -0.395
H 2.33554 -1.76390 2.16277 0.269
H 1.99735 -0.63852 3.44348 0.339
H 3.07428 0.28563 0.02636 0.335
H 0.05240 0.67390 3.00249 0.291
H 1.58594 1.41891 -1.53260 0.358
H -1.64960 1.43202 1.18535 0.419
H -0.73641 1.92104 -0.92896 0.574
H 3.45793 -0.36932 2.36818 0.378
C -2.33421 -1.28628 -1.39449 -0.825
C -1.83517 -0.39033 -2.54936 -0.730
H -3.18448 -0.86458 -0.86443 0.270
H -2.73974 -2.19831 -1.80623 0.363
H -1.47471 -1.56219 -0.77494 0.199
H -2.69590 -0.12890 -3.17415 0.333
H -1.37769 0.56195 -2.34062 0.186
H -1.17066 -1.00015 -3.17175 0.226
```

LUMO energy = 1.06 eV
total charge = 0
SMILES = Cc1ccccc1.CC
HOMO-LUMO gap = 9.903 eV
highest occupied orbital energy = -8.8 eV

<two>
Formula: C9H14
Source: OMol25
Level of theory: wB97M-V/def2-TZVPD

The geometry in XYZ format:
```
23
Properties=species:S:1:pos:R:3:mulliken_charge:R:1
C -2.00217 -1.37400 -1.25795 -1.597
C 1.34313 0.02328 -0.27688 -0.372
C 0.38217 -0.97309 -0.61596 -0.724
C 1.35882 1.27904 -0.83822 -0.501
C -0.77105 -0.59398 -1.27757 0.929
C 0.28976 1.59705 -1.64664 -0.217
C -0.66240 0.67018 -1.97652 -0.727
H 2.17384 -0.22068 0.24787 0.645
H 0.48056 -2.07699 -0.38257 0.302
H 2.15021 2.06240 -0.60284 0.287
H 0.36300 2.59840 -2.13510 0.288
H -2.35733 -1.59549 -2.17405 0.492
H -2.88246 -0.63179 -1.02399 0.287
H -1.36647 1.04006 -2.62383 0.470
H -1.97512 -2.15966 -0.57588 0.400
C -0.33315 -0.68004 3.00994 -0.394
C 0.74261 0.29534 3.33652 -0.783
H -0.30195 -0.75986 1.89317 -0.123
H -0.19719 -1.68778 3.36498 0.321
H -1.25745 -0.15598 3.05203 0.312
H 1.79483 0.34688 2.81258 0.183
H 1.00414 0.49817 4.37362 0.315
H 0.28498 1.27971 3.03359 0.208
```

LUMO energy = 1.00 eV
total charge = 0
SMILES = Cc1ccccc1.CC
HOMO-LUMO gap = 9.805 eV
highest occupied orbital energy = -8.8 eV

<three>
Formula: C9H14
Source: OMol25
Level of theory: wB97M-V/def2-TZVPD

The geometry in XYZ format:
```
23
Properties=species:S:1:pos:R:3:mulliken_charge:R:1
C -2.35439 -0.35055 -1.05846 -1.316
C 0.07517 0.09993 -1.51602 -0.315
C -1.17541 0.59302 -1.09828 0.883
C 1.18050 0.88752 -1.27987 -0.408
C -1.25150 1.81085 -0.50364 -0.454
C 1.07820 2.18967 -0.85332 -0.553
C -0.10462 2.63577 -0.29523 -0.474
H 0.23583 -0.76018 -2.15821 0.388
H 2.20374 0.57868 -1.53517 0.365
H -2.25274 -1.14186 -0.31268 0.212
H -2.57465 -0.89906 -1.96712 0.352
H -2.16618 2.36809 -0.34541 0.280
H 1.90458 2.87107 -0.67709 0.317
H -0.33533 3.52822 0.28482 0.371
H -3.25894 0.20737 -0.78158 0.347
C 0.44791 -2.31301 1.65430 -0.683
C 1.68194 -1.35307 1.83466 -0.809
H 0.45228 -3.06530 2.42725 0.386
H -0.47414 -1.75556 1.68181 0.147
H 0.70444 -2.75905 0.65738 0.186
H 1.55585 -0.36540 1.37954 0.174
H 1.75440 -1.32356 2.91314 0.304
H 2.67308 -1.68358 1.54918 0.299
```

LUMO energy = 1.04 eV
total charge = 0
SMILES = Cc1ccccc1.CC
HOMO-LUMO gap = 10.129 eV
highest occupied orbital energy = -9.1 eV

<four>
Formula: C9H14
Source: OMol25
Level of theory: wB97M-V/def2-TZVPD

The geometry in XYZ format:
```
23
Properties=species:S:1:pos:R:3:mulliken_charge:R:1
C 1.59909 -1.03719 2.32901 -0.647
C 0.65150 -2.20089 2.59686 -0.694
H 1.82940 -0.87583 1.27768 0.088
H 1.10574 -0.12533 2.67250 0.219
H 2.57210 -1.09270 2.81876 0.347
H 0.37373 -2.17656 3.65652 0.310
H 0.98077 -3.19993 2.32695 0.271
H -0.30353 -2.01003 2.10720 0.122
C -2.56448 0.35198 0.15897 -1.319
C -0.30412 -0.57529 -0.48210 -0.486
C -1.18385 0.53942 -0.40390 0.649
C 0.84238 -0.47108 -1.23261 -0.424
C -0.77831 1.73327 -0.97720 -0.454
C 1.24650 0.74414 -1.85151 -0.479
C 0.41443 1.81356 -1.69876 -0.410
H -0.70106 -1.53405 -0.17431 0.478
H 1.60083 -1.24462 -1.19505 0.371
H -2.84360 1.26550 0.69926 0.366
H -2.61286 -0.42065 0.92672 0.337
H -1.44323 2.58239 -0.88803 0.387
H 2.13302 0.55249 -2.43962 0.364
H 0.55872 2.74791 -2.23543 0.325
H -3.33107 0.17572 -0.59315 0.281
```

LUMO energy = 1.03 eV
total charge = 0
SMILES = Cc1ccccc1.CC
HOMO-LUMO gap = 10.082 eV
highest occupied orbital energy = -9.1 eV

Which of them is least stable? Easy: <two>.

<one>
Formula: C4H6ClNOS
Source: OMol25
Level of theory: wB97M-V/def2-TZVPD

The geometry in XYZ format:
```
14
Properties=species:S:1:pos:R:3:mulliken_charge:R:1
C 1.68007 -0.29583 -0.46356 -0.476
C 0.51068 -0.30744 0.59356 -0.719
C -0.72066 1.49068 0.19792 0.060
C -1.90654 -0.63556 -0.30404 -0.125
H 1.90613 0.58440 -1.27352 0.296
H 1.30577 -1.07573 -1.10878 0.324
H 0.32998 -1.50767 0.82590 0.332
H 0.61801 0.29591 1.53657 0.418
H 0.19195 2.10157 0.66850 0.332
H -2.61521 0.12744 -0.38194 0.378
N -0.73153 0.05341 -0.05412 0.138
O -1.65401 2.20239 -0.20039 -0.495
S -2.23937 -2.20856 -0.00898 -0.283
Cl 3.32474 -0.82501 -0.02712 -0.181
```

LUMO energy = -0.62 eV
total charge = 0
SMILES = O=CN(C=S)CCCl
HOMO-LUMO gap = 8.646 eV
highest occupied orbital energy = -9.3 eV

<two>
Formula: C4H6ClNOS
Source: OMol25
Level of theory: wB97M-V/def2-TZVPD

The geometry in XYZ format:
```
14
Properties=species:S:1:pos:R:3:mulliken_charge:R:1
C 1.17683 -0.67802 0.39485 -0.644
C 0.17019 0.20303 0.20243 0.919
C -0.65140 0.40542 1.33323 -0.490
C -0.34999 0.61126 -1.13350 -1.251
N -0.23038 -1.73200 2.36483 -0.509
O 1.76346 -0.45666 2.98948 -0.551
S 1.37627 -1.50269 2.08505 0.494
Cl -2.28730 0.73734 1.05964 -0.156
H 1.88896 -0.67072 -0.37910 0.464
H -0.07944 0.74082 2.26072 0.419
H -1.44451 0.60287 -1.07249 0.330
H -0.08497 -0.02472 -1.98641 0.340
H -0.10280 1.58236 -1.42717 0.337
H -0.78841 -2.04407 1.59199 0.297
```

LUMO energy (alpha / beta) = -1.29 / -1.44 eV
total charge = 0
SMILES = C/C(C=S(=N)=O)=C\Cl
HOMO-LUMO gap (alpha / beta) = 7.714 / 7.096 eV
highest occupied orbital energy (alpha / beta) = -9.0 / -8.5 eV

Which of them is least stable? Easy: <two>.